DFT (the ωB97M-V functional and the def2-TZVPD basis) results for one molecule with the formula C3H5N3.

Each line ends with the Löwdin charge.
CARTESIAN COORDINATES (ANGSTROEM)
H -1.2275 -1.5035 1.5134  0.08
N 0.5848 0.7297 -1.6884  0.07
C -0.1836 -1.2273 1.3331  -0.12
H 0.2253 -0.8608 2.2803  0.08
H 0.3719 -2.1292 1.0372  0.07
C -0.1189 1.6553 -1.1521  -0.48
N -0.1275 -0.1732 0.3493  -0.04
N -0.8161 2.0925 -0.2301  0.28
H 1.0774 -1.1996 -1.0163  0.13
C 0.5215 -0.3023 -0.7322  -0.25
H -0.4348 2.7693 -1.4612  0.19

Calculated values
Gap between HOMO and LUMO ... 8.739 eV
Charge ... 0
E_LUMO ... -0.6 eV
E_tot ... -7658.228 eV
Multiplicity ... 1